[1]
Here is C25H28CdCl5O2 as an isolated structure in a non-equilibrium geometry from the OMol25 dataset. Energies are from wB97M-V/def2-TZVPD.

Last column: Mulliken charge in e.
Cartesian coordinates (Å):
Cd -1.37280 0.04859 -3.25700  0.350
Cl 3.25282 3.39010 4.24373  -0.237
Cl 0.97951 1.26090 4.57966  -0.237
Cl 1.80720 3.93014 -0.95444  -0.273
Cl 3.90048 4.47811 1.34578  -0.246
Cl -0.52180 0.16853 2.02823  -0.217
O -0.68497 0.43328 -5.10666  0.456
O 3.41573 1.24683 -5.70190  -0.492
C 0.62431 1.42067 1.87400  0.439
C 1.39568 1.83997 3.01884  0.093
C 0.83062 -1.01158 -6.58414  -1.692
C 1.72810 3.04720 0.53660  0.298
C -0.48054 -0.25118 -6.42754  1.571
C 0.07705 -2.73787 0.14874  -0.707
C 2.66072 2.45328 -5.44004  -0.503
C -2.99235 -0.57227 0.20193  -0.524
C 2.62404 3.38872 1.59692  0.181
C -2.95824 1.09433 -1.37065  -0.999
C 1.77675 2.26362 -4.18685  0.562
C 0.80031 2.06102 0.68963  -0.813
C 2.06937 -1.68407 0.62675  -0.833
C -2.80844 0.82116 -0.00979  -0.255
C 1.82821 -1.56416 -0.76971  -0.287
C -1.65625 -1.13758 -6.78532  -1.719
C -1.03327 1.72960 -5.95285  -0.671
C -3.18387 -0.17791 -2.05423  -0.553
C 2.17769 0.88687 -3.63104  0.732
C 0.98343 -2.40847 1.19830  -0.690
C 3.23344 0.33351 -4.58865  -0.663
C -0.52538 1.07092 -7.20506  -0.759
C 0.60044 -2.22717 -1.06770  -0.599
C -3.13298 -1.18156 -1.04689  -0.667
C 2.40844 2.81802 2.87132  0.066
H -0.43500 2.63925 -5.74873  0.366
H -3.01565 -1.05632 1.17033  0.507
H -1.80739 -1.92472 -6.03946  0.372
H -3.67130 -0.36173 -3.03753  0.786
H 3.41001 3.25860 -5.25561  0.348
H 0.49944 1.36251 -7.45829  0.212
H 0.77590 -1.52232 -7.55930  0.467
H 0.15880 -2.36413 -2.05933  0.632
H -1.44425 -1.62911 -7.74664  0.385
H 2.07046 3.04253 -3.47245  -0.029
H -0.86371 -3.26819 0.26891  0.420
H 2.92858 -1.30443 1.16799  0.429
H 0.88316 -2.66700 2.24388  0.439
H -2.11775 1.84883 -5.83491  0.468
H 1.68382 -0.32406 -6.64119  0.246
H 4.19213 0.15734 -4.07632  0.367
H 1.32476 0.21273 -3.59938  -0.716
H 2.07778 2.72233 -6.34707  0.206
H -1.18654 1.12710 -8.06245  0.395
H 2.92536 -0.63759 -5.03267  0.157
H -3.13117 -2.24704 -1.22372  0.354
H 2.48438 -1.07170 -1.48200  0.416
H -2.64516 1.57178 0.75912  0.480
H -2.56854 -0.53907 -6.90249  0.383
H 0.98835 -1.78348 -5.80488  0.385
H 0.69802 2.32320 -4.38417  -0.458
H -3.04202 2.08230 -1.79691  0.551
H 2.56614 0.99850 -2.62724  0.323

Forces on atoms 1 to 2 (eV/Å):
Cd 0.07 -0.82 3.29
Cl 0.43 0.11 0.34

Values from the calculation:
- Highest occupied orbital energy (spin up / spin down): -0.1070 / -0.1073 hartree
- Calculated total energy: -3588.31961 Ha
- Net charge: -1
- Gap between HOMO and LUMO (spin up / spin down): 4.01 / 4.02 eV
- Relative energy (zero: lowest compared OMol25 entry of this formula, charge and spin): 5.2173 eV
- E_LUMO (spin up / spin down): 1.098 / 1.100 eV
- Largest force on an atom: 4.5 eV/A

=====

[2]
Here is C5H7NO as an isolated structure in a non-equilibrium geometry from the OMol25 dataset. Energies are from wB97M-V/def2-TZVPD.

Last column: Mulliken charge in e.
Cartesian coordinates (Å):
O -0.97112 -1.58528 -0.92602  -0.437
N 2.14245 -1.37658 -0.97380  -0.460
C 0.29985 1.96896 0.11836  -0.861
C 1.26963 -0.63252 -0.78781  -0.073
C -0.10143 -0.75119 -0.27602  0.853
C -0.77885 1.02435 0.07130  -0.364
C -0.60529 -1.90822 0.44645  -0.608
H 1.50136 0.81271 0.37946  0.146
H -1.38753 -1.67938 1.16470  0.246
H 0.59528 2.68998 0.87261  0.314
H -1.38681 1.11949 -0.82306  0.300
H -0.04471 -2.83528 0.53698  0.282
H -1.27977 0.87432 1.02015  0.345
H 0.74693 2.27867 -0.82330  0.316

Forces on atoms 1 to 2 (eV/Å):
O -0.15 -0.30 0.23
N 0.34 1.06 -0.57

Values from the calculation:
- Highest occupied orbital energy: -0.3455 hartree
- Calculated total energy: -324.49105 Ha
- Gap between HOMO and LUMO: 9.48 eV
- Relative energy (zero: lowest compared OMol25 entry of this formula, charge and spin): 6.3516 eV
- E_LUMO: 0.076 eV
- Largest force on an atom: 5.6 eV/A

=====

[3]
Here is a 2-piece molecular cluster, C8H16S2 overall in a non-equilibrium geometry from the OMol25 dataset. Energies are from wB97M-V/def2-TZVPD.

Last column: Mulliken charge in e.
Cartesian coordinates (Å):
S -2.66034 6.03323 -0.91664  -0.189
S 1.00696 -4.13835 -0.37280  -0.188
C 3.09598 -3.48274 1.25462  -0.593
C -3.15116 4.67960 -2.00439  -0.529
C 1.17572 -5.08672 1.08074  -0.476
C 2.64181 -4.95859 1.51340  -0.601
C -1.99959 3.40956 -0.29929  -0.559
C -2.12000 3.57954 -1.77263  -0.545
C -1.98602 4.84987 0.30258  -0.582
C 2.44348 -3.13667 -0.10123  -0.504
H 2.71963 -2.78880 2.03067  0.275
H -2.79079 2.76168 0.12462  0.309
H -0.94686 5.17967 0.49450  0.310
H 2.20717 -2.06183 -0.22097  0.345
H 4.20214 -3.46219 1.29259  0.306
H -4.16080 4.40950 -1.63953  0.279
H -1.02505 3.03585 0.06956  0.245
H -1.11428 3.81438 -2.17117  0.283
H 0.81777 -6.08826 0.77377  0.307
H 3.42068 -5.53171 0.97456  0.295
H 2.72265 -5.20948 2.58855  0.301
H 0.53319 -4.74014 1.91290  0.273
H 3.14376 -3.41951 -0.91058  0.260
H -2.40963 2.58235 -2.15626  0.287
H -2.54857 4.94039 1.25168  0.337
H -3.21784 4.82936 -3.09918  0.355

Forces on atoms 1 to 2 (eV/Å):
S 0.19 0.14 -0.32
S -1.13 0.65 -1.20

Values from the calculation:
- Highest occupied orbital energy: -0.3042 hartree
- Calculated total energy: -1110.76415 Ha
- Gap between HOMO and LUMO: 9.06 eV
- Relative energy (zero: lowest compared OMol25 entry of this formula, charge and spin): 0.8593 eV
- E_LUMO: 0.782 eV
- SMILES: C1CCSC1.C1CCSC1
- Largest force on an atom: 2.4 eV/A

=====

[4]
Here is one molecule with the formula C8H9BrO2 in a non-equilibrium geometry from the OMol25 dataset. Energies are from wB97M-V/def2-TZVPD.

Last column: Mulliken charge in e.
Cartesian coordinates (Å):
Br 1.47918 1.46846 2.07199  -0.070
O -0.52938 -0.43339 1.54923  -0.299
O 3.07870 -1.13255 -1.15530  -0.466
C -0.83116 1.63534 0.52705  -0.233
C 2.33957 -0.20753 -1.25358  -0.443
C -1.67338 1.15659 -0.43051  -0.480
C -1.51153 -0.07280 -1.14918  -0.329
C 0.18743 -1.56002 2.05970  -0.767
C -0.15679 -0.01810 -1.87675  -0.387
C 0.95117 -0.08440 -1.24989  0.373
C -0.01690 0.74647 1.28785  0.297
H -2.38871 1.87258 -0.83694  0.336
H 1.06104 -2.09932 1.46539  0.262
H -1.48609 -0.95715 -0.53056  0.131
H 2.82642 0.82760 -1.46534  0.209
H -2.26765 -0.22147 -2.00466  0.370
H 0.59776 -1.33506 3.12805  0.351
H -0.85715 2.72438 0.69013  0.367
H -0.28613 0.00522 -2.90816  0.457
H -0.51639 -2.31485 2.08150  0.320

Forces on atoms 1 to 2 (eV/Å):
Br 0.79 -0.08 0.92
O 0.52 -0.93 0.25

Values from the calculation:
- Highest occupied orbital energy (spin up / spin down): -0.3025 / -0.2630 hartree
- Calculated total energy: -3034.50750 Ha
- Gap between HOMO and LUMO (spin up / spin down): 7.74 / 6.07 eV
- Relative energy (zero: lowest compared OMol25 entry of this formula, charge and spin): 5.1750 eV
- E_LUMO (spin up / spin down): -0.495 / -1.085 eV
- Largest force on an atom: 4.1 eV/A

=====

> largest force on an atom of number 4 (C8H9BrO2)?

4.1 eV/A

=====

> Look up the largest force on an atom of the second one.

5.6 eV/A

=====

> calculated total energy of number 1 (C25H28CdCl5O2)?

-3588.31961 Ha

=====

> Which of these has the lowest calculated total energy?

C25H28CdCl5O2